(1)
The following is a quantum chemistry calculation of a 2-piece molecular cluster, C4H10N2 overall, from the OMol25 dataset.

XYZ file:
```
16
Properties=species:S:1:pos:R:3:mulliken_charge:R:1
C 2.66130 2.49243 1.40653 -0.700
C 4.01823 1.41134 2.91678 -0.256
N 3.35866 1.25311 1.84131 -0.383
H 2.11790 2.99582 2.21504 0.297
H 3.46023 3.16445 1.06583 0.291
H 1.94716 2.26649 0.60259 0.246
H 4.89331 0.76658 3.03295 0.249
H 4.00198 2.28282 3.58507 0.256
C -2.96469 -1.44306 -2.80866 -0.645
C -3.84249 -2.84115 -1.17787 -0.218
N -4.01260 -1.78607 -1.85780 -0.397
H -2.22414 -0.92094 -2.17665 0.252
H -2.58648 -2.33742 -3.33991 0.293
H -3.25232 -0.66621 -3.52011 0.231
H -4.39012 -2.99565 -0.26949 0.267
H -3.18593 -3.64252 -1.51561 0.217
```

ΔE to the lowest compared entry with this formula, charge and spin = 66.0 kcal/mol
Orbital gap = 10.58 eV
SMILES = C=NC.C=NC
Net charge = 0
HOMO energy = -9.520 eV

(2)
The following is a quantum chemistry calculation of one molecule with the formula C4H10N2, from the OMol25 dataset.

XYZ file:
```
16
Properties=species:S:1:pos:R:3:mulliken_charge:R:1
C -1.92127 -0.63172 0.74407 -1.099
C -0.52218 -0.27914 1.22164 -0.582
C 0.38829 0.22691 0.18376 0.151
C 0.89122 -0.52341 -0.81420 -0.186
N 1.54906 0.07075 -1.92805 -0.540
N 0.67891 1.59924 0.18735 -0.448
H -2.59244 -0.76391 1.59183 0.333
H -2.27394 0.17248 0.08721 0.319
H -1.98612 -1.54378 0.14077 0.295
H -0.59967 0.40009 2.08708 0.357
H -0.00881 -1.19752 1.59900 0.243
H 0.82185 -1.60864 -0.74436 0.313
H 0.99249 0.18654 -2.75242 0.167
H 2.53313 0.05140 -2.10744 0.174
H 0.70925 2.08277 1.06633 0.199
H 1.34024 1.75793 -0.56257 0.302
```

ΔE to the lowest compared entry with this formula, charge and spin = 22.4 kcal/mol
Orbital gap = 8.82 eV
SMILES = CC/C(N)=C/N
Net charge = 0
HOMO energy = -7.666 eV

(3)
The following is a quantum chemistry calculation of one molecule with the formula C4H10N2, from the OMol25 dataset.

XYZ file:
```
16
Properties=species:S:1:pos:R:3:mulliken_charge:R:1
C 1.01446 0.69620 -0.72181 -0.949
C -0.38720 0.40441 -0.08642 0.254
C -1.37831 -0.63130 -0.75788 -0.515
C -0.34752 -0.65872 1.05364 -0.534
H 2.22815 0.81644 1.01636 0.248
H 1.61145 2.15535 0.54513 0.257
H 0.89322 1.38772 -1.55350 0.321
H 1.32749 -0.23260 -1.18129 0.429
H -0.90418 1.35678 0.04103 0.325
H -0.98633 -1.15817 -1.64407 0.271
H -2.39205 -0.19010 -0.99717 0.241
H -1.24944 -2.50716 0.29336 0.261
H -0.61563 -0.20602 2.10791 0.212
H 0.68936 -1.10138 1.22891 0.250
N 1.96339 1.32895 0.17067 -0.586
N -1.46684 -1.46038 0.48512 -0.484
```

ΔE to the lowest compared entry with this formula, charge and spin = 46.6 kcal/mol
Orbital gap = 9.98 eV
SMILES = NCC1CNC1
Net charge = 0
HOMO energy = -8.860 eV

(4)
The following is a quantum chemistry calculation of one molecule with the formula C4H10N2, from the OMol25 dataset.

XYZ file:
```
16
Properties=species:S:1:pos:R:3:mulliken_charge:R:1
C -1.15613 0.86517 0.37872 -0.391
C -0.71759 -0.69335 0.57831 -0.628
C 0.71654 -0.75019 0.48625 -0.571
C 1.43669 -0.89933 -0.67577 0.002
N 2.76798 -0.64164 -0.87215 -0.449
N -2.50210 1.15136 -0.09072 -0.590
H -0.38013 1.29219 -0.31619 0.271
H -1.08089 1.18966 1.36471 0.307
H -0.98999 -1.12278 1.61146 0.233
H -1.51452 -1.23211 0.05469 0.476
H 1.24408 -0.20622 1.34035 0.137
H 1.04613 -1.52448 -1.48553 0.337
H 3.20448 -0.06255 -0.23907 0.184
H 3.22310 -0.72394 -1.80285 0.206
H -2.73272 1.83181 0.66151 0.262
H -2.56492 1.52640 -0.99372 0.216
```

ΔE to the lowest compared entry with this formula, charge and spin = 54.7 kcal/mol
Orbital gap = 8.61 eV
SMILES = N/C=C/CCN
Net charge = 0
HOMO energy = -7.510 eV